A 2-piece molecular cluster, C24H27Cl2N6O6 overall, computed with the ωB97M-V functional and the def2-TZVPD basis.

```
65
Properties=species:S:1:pos:R:3:forces:R:3
C 6.9374 -2.5215 -3.9012 1.100 -0.306 0.349
C 8.1231 -1.8516 -3.5405 0.179 -0.830 -0.197
O 1.7718 -2.0212 0.6345 -0.097 0.008 -0.228
H -7.2467 -1.1110 -0.1164 0.110 -0.024 -0.161
H -7.6101 1.1297 3.4852 0.040 -0.265 0.231
H 0.4219 0.7724 0.5685 -0.338 -0.351 1.183
C -6.7498 -1.6816 0.6671 -0.051 0.130 0.090
C -4.1897 0.6753 4.1939 -0.732 0.264 -1.133
C 3.8017 0.7553 -3.0777 0.129 0.650 -0.536
C 1.8032 0.7832 -1.6723 0.719 -0.257 -0.217
H 8.3160 -5.5501 -4.6576 -0.054 0.147 0.046
H -7.2279 -2.6571 0.7589 0.092 0.189 0.054
H 10.2693 -1.9844 -3.3107 -0.169 -0.052 -0.040
N -2.1465 0.4595 3.3653 -0.645 0.123 1.202
O 0.0252 -0.7061 2.0605 0.351 0.692 -0.837
H -6.0530 -0.1647 4.7366 -0.112 -0.048 -0.095
C 3.4603 -0.9388 -1.3625 -0.271 0.321 -0.143
H -7.5327 5.3638 2.4013 0.089 0.036 0.061
H 0.4290 -1.6004 2.1893 0.232 0.590 -0.800
H 0.8587 1.2610 -1.4316 0.039 -0.049 -0.059
C -6.3349 2.6768 2.7872 0.849 -0.147 -0.813
H -1.3755 0.3305 2.7039 0.036 -0.230 0.366
O -7.4080 -1.4880 2.9433 0.153 0.452 0.159
H -5.8780 5.3128 3.0397 -0.161 -0.176 0.007
C 7.0174 -3.8706 -4.3095 0.385 0.313 0.122
Cl 5.6035 -4.8104 -4.7351 0.549 0.370 0.194
O 4.6386 1.2882 -4.0357 -0.649 -0.648 0.601
H -7.7380 3.2830 4.1049 -0.007 0.044 -0.112
H 4.8509 2.4518 -5.7382 0.054 -0.314 0.398
C 5.6614 -1.7958 -3.8205 -2.147 0.143 -1.062
C 2.2460 -0.3549 -0.9754 -0.236 1.057 -0.838
H 3.8132 -1.8330 -0.8540 -0.119 0.148 -0.088
C -6.9176 5.0469 3.2463 0.135 -0.092 -0.235
H -7.2421 5.5815 4.1413 0.003 -0.240 -0.082
C 9.4295 -3.8398 -3.9848 -0.620 0.342 0.010
Cl 10.9705 -4.6560 -4.0379 -0.491 0.207 0.005
C 1.4908 -0.9306 0.1458 0.101 -1.252 2.154
C 8.2608 -4.5116 -4.3470 -0.034 -0.118 -0.038
H 3.1990 1.8916 -5.4281 0.090 -0.026 0.103
N -7.0466 3.6010 3.4436 -0.366 0.032 0.668
N -6.3884 0.2920 2.0307 0.732 2.202 -0.037
H 2.2028 2.2178 -3.2067 0.116 -0.119 -0.011
H -3.8484 0.9053 2.0373 0.450 0.004 0.237
C -3.4636 0.7186 3.0325 -0.288 -0.140 0.743
N 5.4419 -1.0326 -2.6875 1.517 -0.517 -0.074
H -6.0103 0.6795 1.1781 -0.081 0.239 0.113
O -5.4890 2.9573 1.9474 -0.026 -0.132 -0.063
H 3.9041 3.2025 -4.4417 0.014 -0.068 0.004
H -5.6983 -1.8172 0.4215 0.058 0.012 -0.183
C 4.2308 -0.4011 -2.3945 -0.801 0.015 0.420
C 9.3565 -2.5074 -3.5814 0.028 0.100 -0.037
O 4.8112 -1.8861 -4.6968 0.677 0.310 0.646
C -5.6920 0.8012 4.3770 0.378 -0.083 0.614
C -6.5679 1.2097 3.1699 -0.031 -0.633 -0.079
H -5.8730 1.5143 5.1832 -0.055 0.079 0.072
C 2.5717 1.3306 -2.7051 0.003 -0.285 0.155
C -6.8790 -0.9484 1.9819 -0.931 -1.836 0.459
C -2.0656 0.2811 4.6983 -0.034 -0.118 -0.567
C 4.1148 2.2579 -4.9524 -0.330 0.039 0.164
N 0.5129 -0.2119 0.8148 0.436 -0.083 -1.347
H -1.1603 0.0335 5.2477 -0.349 0.144 -0.200
N -3.3012 0.4073 5.2222 0.466 0.004 -0.989
H -3.5547 0.2789 6.1957 0.203 0.052 -0.204
H 6.0470 -1.2626 -1.9087 -0.183 0.189 -0.060
H 8.0959 -0.8053 -3.2441 -0.107 -0.205 -0.062
```
Forces are in eV/Å.

Charge: +1
E_HOMO (eV): -10.61
E (eV): -71590.9169
Frontier orbital gap (eV): 8.007

***

C27H43CeFN12O5 as an isolated structure, computed with the ωB97M-V functional and the def2-TZVPD basis.

```
89
Properties=species:S:1:pos:R:3:forces:R:3
C -0.4178 2.4022 -0.7480 -0.150 3.894 1.321
H 0.8716 -1.4267 -5.4732 -0.035 -0.347 0.368
H 2.4711 -0.4080 -5.6216 0.819 0.141 -0.155
H 0.3990 -6.2965 -7.9057 -0.010 0.268 0.280
N -0.8982 4.0288 2.4702 0.195 -0.218 -0.418
C 1.1996 -0.9653 6.1235 -0.082 -0.345 0.056
H -0.5360 -5.5740 -4.3241 -0.059 0.141 -0.156
H 1.1449 2.2941 -5.2805 -0.408 -0.214 1.044
H -3.5649 1.2597 2.8330 0.271 0.304 -0.024
H 2.7850 1.3512 -6.3532 0.966 -0.773 -0.044
C -0.3272 -2.2672 -1.8853 0.140 -0.064 -0.556
C 1.3072 1.1631 3.9225 1.248 0.769 1.456
C -1.7328 4.6813 3.2411 0.297 1.788 -0.428
C 1.7821 -3.8994 -6.0209 0.137 -0.115 0.197
N 0.0760 -3.6176 5.5828 -0.289 0.728 -0.348
C -0.4261 -2.4910 5.0327 -0.020 -0.958 0.468
H -3.7895 6.1043 4.1001 0.052 0.271 -0.138
N -1.8596 6.0370 3.2506 0.020 -1.660 0.120
C 2.1608 0.5561 -5.9781 -0.863 0.835 0.415
H -4.7536 1.7247 4.6743 0.007 0.253 0.258
H 1.3981 -1.7170 6.8871 0.098 0.089 0.012
H 1.0454 -0.0326 6.6664 0.200 0.010 -0.015
N -1.3208 -2.5779 4.0296 0.398 0.313 0.234
H 3.1018 1.1375 5.1153 -0.222 0.129 0.089
H 1.1092 -5.7791 -3.7968 0.040 -0.097 -0.173
H 0.5914 2.7033 -3.3508 -0.030 -0.081 0.108
H -0.2940 4.6571 1.9188 -0.569 -0.380 0.240
H 0.0577 6.6163 2.5807 -0.015 0.111 0.152
H -0.5834 -5.3268 -6.9791 0.280 -0.208 -0.165
C -0.9952 6.8628 2.4249 0.383 0.268 -0.163
H -2.5442 6.9812 5.0231 0.066 0.031 0.040
C 0.0222 -3.2750 -2.7509 0.009 -0.268 0.472
N -4.1757 2.5436 4.8084 0.644 0.356 -0.409
H -1.1544 7.9113 2.6941 0.158 -0.308 -0.042
H -1.5038 -1.7185 3.5110 -0.042 -0.648 0.092
C 0.3297 1.7071 -3.0192 -0.165 -2.430 -1.146
H -2.8537 4.5061 4.9607 0.347 -0.121 -0.589
C -3.2018 2.8169 3.9087 -0.242 -0.331 -0.084
C -0.1858 -0.9160 -2.2641 0.125 -0.648 -0.900
H 0.7018 1.4996 4.7794 0.043 -0.229 -0.284
H -3.1470 7.6520 3.5039 -0.057 -0.300 0.134
H 1.8530 -6.6186 -5.9084 -0.068 0.130 -0.141
O 0.6024 2.7869 0.0348 -3.403 -1.532 -1.908
H 0.6054 -3.5651 6.4460 -0.214 -0.119 -0.273
N -2.5178 3.9876 4.1458 -0.759 -0.099 0.750
H 2.1148 -4.7920 -7.9601 -0.190 0.028 0.141
H 0.6972 1.4854 -7.2250 -0.722 -0.670 -0.741
H 2.2271 -1.6738 4.3376 -0.274 -0.090 -0.005
N 0.7631 -4.0535 -4.9811 0.111 0.203 -0.256
C 2.3452 -0.9062 5.1045 0.572 0.456 0.014
N 0.3868 -5.6525 -7.1005 -0.269 -0.170 0.322
C 0.4915 -3.0491 -4.0858 -0.503 1.374 0.370
N 0.5404 0.6883 -3.9776 -1.190 1.858 4.216
H -0.7011 -2.4959 -0.8918 0.125 -0.072 -0.193
C 0.3108 -0.6600 -3.5823 0.009 1.896 0.388
C 0.7965 -6.3618 -5.8257 -0.062 -0.046 -0.163
H 0.7149 -3.7230 -7.9249 -0.082 -0.177 0.169
C -2.8907 6.7224 4.0218 -0.336 0.159 0.150
H 0.2396 -7.2956 -5.7467 -0.023 0.121 -0.015
O 0.8790 0.1548 1.7706 -1.568 0.936 3.949
C 0.7817 0.6414 -6.5593 0.517 0.851 1.151
H 3.2609 0.3525 3.5827 -0.061 -0.157 -0.043
H -0.5285 -0.5283 4.9628 0.157 -0.359 0.574
H 2.7085 -4.4030 -5.7089 -0.171 0.012 -0.060
N -0.0880 -1.2807 5.4982 -0.363 -0.098 -0.587
N 1.5835 2.3499 3.0973 -0.780 -0.259 -1.104
F -0.0561 -4.5494 -2.2560 0.000 0.849 -0.396
H -4.4089 3.2205 5.5325 -0.169 -0.532 -0.316
C 1.0562 1.2162 -5.1710 1.002 -0.638 -3.029
C 2.5792 0.4709 4.4282 -0.110 -0.572 0.102
H 2.0595 -2.8632 -6.1919 -0.111 0.003 0.128
O -1.0343 -0.1287 -0.1726 0.824 1.638 -1.217
H -1.2065 6.7529 1.3606 -0.195 -0.064 -0.032
O -0.8109 0.1428 3.3146 2.732 1.047 -1.328
C 0.4982 -5.4450 -4.6413 0.168 -0.602 0.337
C -0.2238 1.4453 -1.7876 0.514 -0.864 -1.519
N -2.9079 2.0467 2.8827 -0.001 -0.002 0.133
H -1.5919 -3.4745 3.6428 0.016 0.330 0.175
Ce -0.8437 1.7743 1.5251 -1.730 0.880 0.958
C 0.4619 0.3490 3.0122 -0.310 -2.455 -1.981
H 3.2771 -1.1825 5.6081 -0.109 0.122 0.008
H 1.8765 3.2231 3.5421 -0.166 -0.674 0.128
H 2.2187 2.0774 2.3489 0.163 0.323 0.213
C -0.5319 0.1241 -1.3643 -0.639 -0.378 1.537
O -1.6592 2.7109 -0.3563 3.704 -1.255 -0.502
C 1.2722 -4.4606 -7.3418 0.461 0.081 -0.636
H -0.2911 -4.5246 5.3109 0.217 0.309 0.128
C 0.5834 -1.6776 -4.4631 0.176 -1.855 -0.161
H 0.2178 -0.2665 -6.5788 -0.576 0.179 -0.759
```
Forces are in eV/Å.

Charge: +4
E_HOMO (eV): -17.06
E (eV): -72430.3688
Energy relative to the best compared isomer or geometry (same formula, charge and spin) (kJ/mol): 0.0
Frontier orbital gap (eV): 5.494